(1)
Here is a molecular structure, C23H38Br2N4O3PtSi2 from OMol25. Energies are from ωB97M-V/def2-TZVPD.

- E_HOMO (eV) = -7.470
- energy above the lowest of the compared OMol25 structures with the same formula, charge and spin (kJ/mol) = 104.7
- Kohn-Sham gap (eV) = 7.5
- E_tot (Ha) = -7190.35382
- largest force on an atom (eV/A) = 0.9

Last column: Mulliken charge in e.
Element x y z (Å)
Pt (-0.042, 0.383, -0.072)  1.373
Br (-2.418, 0.354, 2.720)  -0.077
C (-0.546, 0.419, 2.951)  0.036
C (-0.156, 0.398, 4.279)  -0.587
C (1.178, 0.230, 4.585)  -0.634
C (2.058, 0.014, 3.549)  -0.592
C (1.617, 0.068, 2.240)  0.866
N (0.320, 0.339, 1.920)  0.774
C (2.657, -0.270, 1.131)  -0.175
O (3.689, -0.785, 1.537)  -0.772
O (2.308, 0.019, -0.043)  -0.531
H (-0.911, 0.484, 5.045)  0.464
H (1.505, 0.211, 5.616)  0.440
H (3.103, -0.216, 3.695)  0.564
Br (0.983, -3.119, -0.175)  -0.102
C (-0.897, -3.378, -0.062)  0.308
C (-1.419, -4.634, -0.354)  -0.734
C (-2.790, -4.780, -0.259)  -0.250
C (-3.563, -3.688, 0.119)  -1.083
C (-2.924, -2.490, 0.383)  0.033
N (-1.603, -2.333, 0.288)  0.226
H (-0.771, -5.450, -0.638)  0.429
H (-3.250, -5.735, -0.475)  0.403
H (-4.637, -3.765, 0.206)  0.432
H (-3.481, -1.610, 0.674)  0.281
C (0.630, 3.491, 1.937)  -1.017
Si (-0.110, 3.512, 0.204)  0.209
C (1.320, 3.666, -0.996)  -0.976
C (-1.088, 5.123, 0.081)  -1.296
C (-1.270, 2.040, -0.068)  -0.210
Si (-2.547, 2.144, -1.431)  0.045
C (-3.559, 0.565, -1.466)  -0.191
C (-3.822, 3.496, -1.104)  -1.248
C (-1.771, 2.533, -3.108)  -0.608
H (1.055, 4.473, 2.156)  0.478
H (1.432, 2.759, 2.033)  0.187
H (-0.122, 3.282, 2.701)  0.256
H (1.781, 4.650, -0.878)  0.515
H (1.009, 3.574, -2.036)  0.203
H (2.079, 2.911, -0.789)  0.317
H (-0.475, 5.943, 0.460)  0.362
H (-2.007, 5.095, 0.667)  0.336
H (-1.355, 5.365, -0.948)  0.303
H (-1.911, 2.056, 0.811)  -0.023
H (-4.152, 0.500, -0.552)  0.307
H (-2.918, -0.310, -1.516)  -0.637
H (-4.254, 0.564, -2.309)  0.441
H (-4.189, 3.443, -0.077)  0.313
H (-4.679, 3.349, -1.764)  0.350
H (-3.446, 4.502, -1.268)  0.344
H (-0.891, 1.933, -3.328)  0.005
H (-1.463, 3.580, -3.144)  0.391
H (-2.497, 2.384, -3.912)  0.377
C (-1.408, -0.486, -5.284)  -1.180
N (-0.880, -1.116, -4.083)  0.092
C (-1.778, -2.098, -3.502)  -0.894
C (-0.101, -0.371, -3.221)  -0.440
O (-0.381, -0.358, -2.002)  -0.250
N (0.991, 0.197, -3.757)  0.448
C (1.813, 1.123, -3.003)  -0.187
C (1.554, -0.213, -5.031)  -1.268
H (-2.447, -0.182, -5.124)  0.324
H (-1.373, -1.180, -6.127)  0.288
H (-0.839, 0.403, -5.539)  0.423
H (-1.984, -2.854, -4.262)  0.357
H (-2.724, -1.661, -3.181)  0.282
H (-1.303, -2.578, -2.650)  0.234
H (1.321, 1.399, -2.080)  -0.938
H (1.991, 2.017, -3.602)  0.491
H (2.765, 0.662, -2.738)  0.481
H (1.122, -1.156, -5.351)  0.366
H (2.629, -0.342, -4.898)  0.399
H (1.397, 0.540, -5.807)  0.346

---

(2)
Here is a molecular structure, C12H33HfNO9 from OMol25. Energies are from ωB97M-V/def2-TZVPD.

- E_HOMO (eV) = -15.290
- total charge = +2
- Kohn-Sham gap (eV) = 10.4
- E_tot (Ha) = -1256.53448
- largest force on an atom (eV/A) = 3.5

Last column: natural (NBO) charge in e.
Element x y z (Å)
Hf (-1.584, 0.598, 0.295)  2.512
O (-3.450, 1.169, 0.330)  -0.945
C (-4.395, 0.190, 0.811)  -0.077
C (-3.615, -0.488, 2.043)  -0.077
O (-2.309, -0.796, 1.419)  -0.937
H (-4.513, -0.650, 0.081)  0.174
H (-5.254, 0.652, 1.267)  0.213
H (-4.110, -1.428, 2.328)  0.209
H (-3.348, 0.220, 2.802)  0.184
C (4.831, -1.042, 0.990)  -0.617
C (3.408, -0.743, 0.428)  -0.069
C (3.331, -1.258, -0.969)  -0.077
O (2.178, -0.696, -1.602)  -0.576
C (2.193, -0.960, -2.982)  -0.277
N (2.280, -1.379, 1.216)  -0.857
H (4.887, -1.001, 2.082)  0.227
H (5.470, -0.294, 0.556)  0.237
H (4.997, -2.139, 0.695)  0.218
H (3.301, 0.333, 0.447)  0.194
H (3.408, -2.349, -0.987)  0.199
H (4.251, -0.861, -1.479)  0.203
H (2.714, -1.838, -3.343)  0.212
H (2.739, -0.112, -3.591)  0.192
H (1.143, -1.051, -3.369)  0.193
H (2.606, -1.254, 2.205)  0.379
H (2.272, -2.392, 1.161)  0.398
C (0.580, 2.276, -1.368)  -0.094
C (-0.658, 3.130, -1.662)  -0.087
O (-1.650, 2.539, -0.764)  -0.788
O (0.116, 0.899, -1.177)  -0.806
H (0.990, 2.525, -0.352)  0.189
H (1.345, 2.364, -2.156)  0.234
H (-0.963, 3.125, -2.709)  0.217
H (-0.508, 4.192, -1.439)  0.225
H (-2.603, 2.702, -0.984)  0.557
H (0.990, 0.367, -1.129)  0.554
C (-1.539, -2.397, -1.429)  -0.098
C (-2.158, -1.406, -2.377)  -0.097
O (-2.541, -0.180, -1.735)  -0.755
O (-0.598, -1.761, -0.495)  -0.727
H (-1.011, -3.060, -2.071)  0.213
H (-2.298, -2.798, -0.768)  0.207
H (-3.066, -1.834, -2.912)  0.228
H (-1.478, -1.207, -3.204)  0.193
H (-3.453, 0.114, -2.014)  0.540
H (-0.650, -2.281, 0.288)  0.508
C (-0.412, 1.971, 3.180)  -0.080
C (0.171, 0.587, 2.990)  -0.087
O (0.239, 0.227, 1.580)  -0.836
O (-1.568, 1.922, 2.231)  -0.759
H (0.277, 2.725, 2.830)  0.198
H (-0.696, 2.110, 4.221)  0.234
H (-0.443, -0.155, 3.444)  0.210
H (1.131, 0.477, 3.449)  0.206
H (1.130, -0.303, 1.397)  0.536
H (-2.108, 2.695, 2.299)  0.527

---

(3)
Here is a single C6H8O3 molecule from OMol25. Energies are from ωB97M-V/def2-TZVPD.

- E_HOMO (alpha / beta) (eV) = -7.308 / -8.794
- energy above the lowest of the compared OMol25 structures with the same formula, charge and spin (kJ/mol) = 456.9
- Kohn-Sham gap (alpha / beta) (eV) = 5.9 / 8.4
- E_tot (Ha) = -458.97616
- SMILES string = C=C(C(=O)O)/C(O)=C/C
- largest force on an atom (eV/A) = 4.0

Last column: natural (NBO) charge in e.
Element x y z (Å)
C (-0.885, 1.661, 1.485)  -0.397
C (-0.239, 0.638, 0.924)  -0.175
C (1.260, 0.486, 0.393)  0.706
O (2.181, 0.127, 1.134)  -0.530
O (1.514, 1.430, -0.599)  -0.766
C (-0.707, -0.606, 0.398)  0.311
O (-1.881, -1.187, 0.674)  -0.633
C (0.265, -1.227, -0.399)  -0.154
C (0.241, -1.224, -1.902)  -0.645
H (-1.931, 1.572, 1.772)  0.192
H (-0.364, 2.533, 1.860)  0.210
H (1.486, 2.356, -0.322)  0.499
H (-2.308, -0.721, 1.413)  0.487
H (0.615, -2.169, 0.025)  0.208
H (-0.052, -0.243, -2.280)  0.227
H (1.245, -1.445, -2.271)  0.229
H (-0.439, -1.980, -2.305)  0.232